Entry 1:
Below is a structure of composition C4H12N2S, with properties calculated with the ωB97M-V functional and the def2-TZVPD basis.

The calculation puts the relative energy (zero: lowest compared OMol25 entry of this formula, charge and spin) at 44.0 kcal/mol. As for the spin multiplicity: 2. The value obtained for the HOMO-LUMO gap (spin up / spin down) is 2.22 / 7.92 eV. As for the net charge: -1. The lowest unoccupied orbital energy (spin up / spin down) is 3.40 / 3.70 eV.

Atoms and positions in Å:
1 C 0.273 1.815 0.301
2 C 0.257 1.826 -1.019
3 N 0.695 0.671 -1.772
4 N -0.375 2.741 1.124
5 H 0.751 0.988 0.810
6 H -0.177 2.615 -1.618
7 H 1.054 0.954 -2.703
8 H 1.336 -0.198 -1.122
9 H -0.144 0.089 -1.944
10 H -1.165 3.203 0.707
11 H -0.587 2.395 2.041
12 C -1.011 -1.880 0.651
13 C 0.390 -2.467 0.743
14 S 1.660 -1.593 -0.224
15 H -1.369 -1.922 -0.380
16 H -0.996 -0.817 0.904
17 H -1.715 -2.424 1.288
18 H 0.412 -3.515 0.429
19 H 0.712 -2.481 1.784

Mulliken atomic charges, in units of e: number 1, C, carries -1.47; number 2, C, carries -0.11; number 3, N, carries -0.43; number 4, N, carries -1.65; number 5, H, carries 0.39; number 6, H, carries 0.18; number 7, H, carries 0.65; number 8, H, carries 0.06; number 9, H, carries 0.25; number 10, H, carries 0.76; number 11, H, carries 1.06; number 12, C, carries -1.09; number 13, C, carries -0.29; number 14, S, carries -0.73; number 15, H, carries 0.17; number 16, H, carries 0.19; number 17, H, carries 0.51; number 18, H, carries 0.28; number 19, H, carries 0.28


Entry 2:
Below is a cluster of 2 separate species, C4H12N2S in total, with properties calculated with the ωB97M-V functional and the def2-TZVPD basis.

The calculation puts the relative energy (zero: lowest compared OMol25 entry of this formula, charge and spin) at 78.8 kcal/mol. The value obtained for the HOMO-LUMO gap is 5.20 eV. As for the net charge: 0. The lowest unoccupied orbital energy is -0.29 eV.

Atoms and positions in Å:
1 C -0.968 1.155 1.930
2 C -1.387 1.219 0.667
3 N -0.569 0.613 -0.389
4 N -1.657 1.625 3.013
5 H 0.007 0.735 2.144
6 H -2.371 1.530 0.383
7 H -0.144 1.248 -1.061
8 H 0.192 0.036 -0.020
9 H -1.110 -0.059 -0.942
10 H -2.657 1.620 2.965
11 H -1.294 1.392 3.917
12 C 2.224 -1.064 -1.510
13 C 0.783 -1.582 -1.556
14 S 0.581 -3.174 -2.356
15 H 2.592 -0.960 -2.527
16 H 2.876 -1.767 -0.997
17 H 2.316 -0.077 -1.018
18 H 0.198 -0.835 -2.119
19 H 0.387 -1.653 -0.524

Mulliken atomic charges, in units of e: number 1, C, carries -0.06; number 2, C, carries -0.43; number 3, N, carries -0.32; number 4, N, carries -0.46; number 5, H, carries 0.32; number 6, H, carries 0.35; number 7, H, carries 0.35; number 8, H, carries 0.07; number 9, H, carries 0.48; number 10, H, carries 0.22; number 11, H, carries 0.25; number 12, C, carries -0.96; number 13, C, carries -0.33; number 14, S, carries -0.51; number 15, H, carries 0.30; number 16, H, carries 0.28; number 17, H, carries 0.28; number 18, H, carries 0.01; number 19, H, carries 0.16


Entry 3:
Below is the molecule C4H12N2S, with properties calculated with the ωB97M-V functional and the def2-TZVPD basis.

The calculation puts the relative energy (zero: lowest compared OMol25 entry of this formula, charge and spin) at 9.6 kcal/mol. The value obtained for the HOMO-LUMO gap is 9.60 eV. As for the net charge: 0. The lowest unoccupied orbital energy is 0.95 eV. Its SMILES is NCCNCCS.

Atoms and positions in Å:
1 N 1.863 -0.819 -1.034
2 C 1.988 -0.507 0.412
3 C 0.768 0.228 0.911
4 N -0.405 -0.625 0.917
5 C -1.246 -0.603 -0.255
6 C -1.736 0.780 -0.743
7 S -2.601 1.592 0.622
8 H 1.764 -1.827 -1.144
9 H 2.743 -0.612 -1.491
10 H 2.906 0.050 0.570
11 H 2.122 -1.429 0.979
12 H 0.983 0.571 1.929
13 H 0.650 1.125 0.281
14 H -0.975 -0.446 1.739
15 H -0.723 -1.039 -1.100
16 H -2.107 -1.247 -0.087
17 H -2.452 0.624 -1.546
18 H -0.891 1.326 -1.148
19 H -2.651 2.858 0.189

Mulliken atomic charges, in units of e: number 1, N, carries -0.56; number 2, C, carries -0.62; number 3, C, carries -0.42; number 4, N, carries -0.29; number 5, C, carries -0.92; number 6, C, carries -0.60; number 7, S, carries -0.27; number 8, H, carries 0.21; number 9, H, carries 0.23; number 10, H, carries 0.39; number 11, H, carries 0.31; number 12, H, carries 0.41; number 13, H, carries 0.15; number 14, H, carries 0.30; number 15, H, carries 0.26; number 16, H, carries 0.46; number 17, H, carries 0.43; number 18, H, carries 0.40; number 19, H, carries 0.12


Entry 4:
Below is a cluster of 2 separate species, C4H12N2S in total, with properties calculated with the ωB97M-V functional and the def2-TZVPD basis.

The calculation puts the relative energy (zero: lowest compared OMol25 entry of this formula, charge and spin) at 122.2 kcal/mol. The value obtained for the HOMO-LUMO gap (spin up / spin down) is 7.94 / 8.54 eV. As for the net charge: 0. The lowest unoccupied orbital energy (spin up / spin down) is -0.03 / -0.08 eV.

Atoms and positions in Å:
1 C -0.361 -1.284 -0.536
2 C -1.344 0.016 1.426
3 C -0.801 1.239 -0.784
4 C -0.473 0.139 0.152
5 N 1.617 1.922 -0.203
6 N 2.404 -1.209 -0.049
7 S 1.299 0.793 0.796
8 H -1.426 -1.735 -0.608
9 H -0.004 -1.408 -1.624
10 H 0.150 -1.949 0.248
11 H -1.964 0.830 1.359
12 H -0.681 -0.050 2.331
13 H -1.996 -0.826 1.554
14 H -0.702 2.262 -0.280
15 H -0.078 1.074 -1.651
16 H -1.747 1.180 -1.253
17 H 2.668 2.094 -0.266
18 H 1.636 -1.054 -0.937
19 H 1.803 -2.034 0.325

Mulliken atomic charges, in units of e: number 1, C, carries -1.91; number 2, C, carries -1.41; number 3, C, carries -1.74; number 4, C, carries 1.58; number 5, N, carries -0.52; number 6, N, carries -0.66; number 7, S, carries 0.23; number 8, H, carries 0.38; number 9, H, carries 0.31; number 10, H, carries 0.40; number 11, H, carries 0.42; number 12, H, carries 0.32; number 13, H, carries 0.37; number 14, H, carries 0.43; number 15, H, carries 0.41; number 16, H, carries 0.45; number 17, H, carries 0.28; number 18, H, carries 0.39; number 19, H, carries 0.27